# C3H3O3Tb

A molecular structure, C3H3O3Tb in a non-equilibrium geometry (ωB97M-V with the def2-TZVPD basis set, the Open Molecules 2025 dataset).

Cartesian coordinates (Å):
1 O -1.027189 1.295376 -1.097740
2 O 1.953837 -0.504753 -0.759507
3 C 0.832479 -0.719100 -0.330546
4 O -0.095704 -1.501544 -0.729449
5 C -0.387834 -0.439515 0.437538
6 H -0.553670 -0.979374 1.375400
7 C -1.307759 0.691642 0.054068
8 H -1.059733 1.266053 1.026905
9 H -2.348219 0.293217 0.176566
10 Tb 3.993792 0.597996 -0.153238

Cartesian forces, eV/Å:
0.0 0.5 0.0
0.2 0.4 0.9
-0.7 -0.1 -0.9
-0.2 0.4 0.7
1.0 -1.3 -1.0
0.0 0.3 -0.3
0.2 -1.3 2.3
-0.9 0.6 -1.4
0.4 0.8 -0.2
-0.1 -0.1 -0.2

Values from the calculation:
<S²>	16.375
total charge	+1
maximum force	2.6	eV/Å
HOMO energy (spin up / spin down)	-14.164 / -9.733	eV
relative energy (zero: lowest compared OMol25 entry of this formula, charge and spin)	111.6	kcal/mol
electronic energy	-1165.8224	hartree
spin multiplicity	8
gap between HOMO and LUMO (spin up / spin down)	10.45 / 3.70	eV

Charges per atom according to Löwdin partitioning, unit e:
1 O 0.1205
2 O -0.2784
3 C -0.4980
4 O 0.2026
5 C 0.0044
6 H 0.1633
7 C -0.2725
8 H 0.1936
9 H 0.1652
10 Tb 1.1993